Record 1
Here is a structure of composition C23H33IrN3O2 in a non-equilibrium geometry from the OMol25 dataset. Energies are from ωB97M-V with the def2-TZVPD basis set.

The calculation puts the frontier orbital gap at 6.1329 eV. Its HOMO energy is -9.724 eV. The value obtained for the energy is -1314.9676 Eh. As for the energy relative to the best compared isomer or geometry (same formula, charge and spin): 80.8 kcal/mol. Its LUMO energy is -0.1320 hartree.

```
! wB97M-V def2-TZVPD RIJCOSX def2/J DEFGRID3
* xyz 1 1
H -0.31357 3.78551 -1.58193
C -3.03443 3.51189 -0.01496
C -5.51269 -0.86447 1.14048
H 2.75645 1.25214 1.03770
H 2.12793 0.51370 -1.72632
H 2.38565 -5.02093 0.98769
H -6.09411 -1.77512 0.99172
C 2.36504 -2.64137 -1.51854
C 2.06443 -3.15795 -0.09754
H -1.25767 2.63873 2.79679
H -3.68983 -1.61996 -1.29249
H -4.84240 -0.77842 -2.30511
H 3.64984 -4.61985 -0.17623
H -3.37130 -1.49714 0.75756
H 0.69219 2.46964 -2.29090
C 2.58774 1.52939 -0.00908
O 0.14841 2.16987 -0.30797
C -0.16054 2.71148 -1.66185
H -2.44382 -4.20926 0.88752
H 3.42577 -2.40381 -1.63570
C -4.23594 0.97263 -0.12797
C 0.57923 -3.09366 0.14810
H 0.45423 2.51518 2.43068
N 2.10387 0.35216 -0.72084
C -2.35553 -1.25592 0.51340
H 3.83340 -2.16499 0.71729
C -1.54649 -3.66894 0.63592
C 2.78884 -2.34063 0.98969
N -0.12417 -1.94964 0.13276
Ir 0.06631 0.03866 -0.17700
C 2.57321 -4.59938 0.00006
H 2.74326 -0.41857 -0.54052
H 0.01701 -5.20912 0.52122
H 1.75317 -1.77333 -1.77124
C -4.71527 -1.26061 -1.33562
H -5.37343 -2.12979 -1.30871
C -0.53692 2.18576 2.11390
H -0.76212 3.76537 0.66842
H -6.07273 0.12027 -0.58491
H -4.95539 4.29882 -0.55865
C -1.43420 -2.28018 0.43781
H -2.56627 4.48676 0.05323
C -2.84048 1.05842 0.16519
C -4.92838 2.15786 -0.38200
O 1.71491 3.79289 0.16820
H -6.14693 -0.14951 1.66522
C -0.27982 -4.17816 0.44034
H -5.97773 2.08004 -0.63384
H -4.69118 -1.09782 1.81550
H 3.50858 1.97493 -0.39479
H -1.04319 2.18281 -1.99919
H 2.27773 -1.39951 1.19854
H 2.12323 -3.41041 -2.25243
H 2.10023 -5.23772 -0.74591
C 1.58198 2.63437 0.04611
N -1.95713 -0.01342 0.27021
C -5.12075 -0.27294 -0.22806
H -0.60335 1.10239 2.17195
C -2.28259 2.37000 0.24481
C -0.90834 2.68881 0.74060
H 2.78791 -2.89426 1.92915
C -4.36654 3.41939 -0.34279
*
```

***

Record 2
Here is a structure of composition C51H43BrF4InN4O4P2Si from the OMol25 dataset. Energies are from ωB97M-V with the def2-TZVPD basis set.

The calculation puts the frontier orbital gap at 7.5208 eV. Its HOMO energy is -10.064 eV. The value obtained for the energy is -6624.9331 Eh. As for the energy relative to the best compared isomer or geometry (same formula, charge and spin): 1.1 kcal/mol. Its LUMO energy is -0.0935 hartree.

```
! wB97M-V def2-TZVPD RIJCOSX def2/J DEFGRID3
* xyz 1 1
C -2.49954 -3.54694 0.48351
H -5.92067 -1.84228 1.02531
C 2.71610 2.54252 -1.35109
H 2.59692 -3.26235 0.80839
H 4.52587 2.58586 -2.48590
C 4.42897 -0.50205 -1.36196
C -1.70887 -1.78155 3.72578
Si 3.64570 -0.44069 1.62793
H -5.41938 -3.99686 2.13068
H 4.64232 -2.62132 2.32429
Br -2.87705 1.37419 0.60586
C 4.88133 -1.87151 1.56622
H 5.11615 1.47133 0.90288
O -5.22409 -0.61534 6.57374
C -3.85011 -0.30873 -4.12069
C 4.02363 -0.58842 -3.74219
H 5.89539 -1.52336 1.77189
H 1.11873 -0.50073 -2.03798
C 0.92338 2.60314 2.83553
C 2.12879 -3.67965 -0.07398
O -0.20897 -2.32186 1.95198
C -0.81982 -1.42564 2.60350
C -3.13788 5.41780 -0.04884
O -4.45119 0.85484 5.19986
In 0.53983 -0.84843 0.46481
C -1.04170 3.53158 0.04727
C 2.91863 4.50583 2.56262
C -2.37228 3.15394 0.22913
F -4.66897 3.70473 0.34719
C -3.44123 -2.49137 5.77498
H 5.24684 1.13469 2.62568
H -0.70867 0.97988 -2.27634
C 4.54449 1.19634 1.79036
H 5.14913 -0.45534 -0.55597
H 0.31617 -4.94431 -3.17071
O -0.68743 -0.21744 2.23113
C -1.82661 5.82607 -0.21559
P -1.44908 -1.54541 -1.08397
H 1.00731 3.93891 -4.50976
C 1.28522 3.04220 1.56115
H 2.33769 -6.13632 -2.35839
H 3.84441 2.00816 2.00499
C -1.66311 -3.06471 4.26556
C -3.45159 -4.14677 1.28923
H -1.63077 2.24931 -4.17493
F -4.12393 6.29706 -0.09690
C -0.80911 4.88858 -0.16252
C 3.46402 2.79242 -2.49022
H 2.10715 -1.65833 3.19082
H -2.65840 0.15294 3.79067
N 1.04822 -3.02945 -0.51938
H -4.25436 -0.78356 -0.42987
F -1.54885 7.10433 -0.42474
C 0.84913 -4.60841 -2.29140
H 3.20108 2.13967 -0.47095
C 2.66098 -0.58134 -3.48622
H 3.69438 5.25182 2.45074
C 4.89634 -0.54400 -2.66592
C 2.57482 -0.67116 3.14863
C -4.96161 -2.32060 0.87807
H 1.95023 -0.59158 -4.30398
C 0.74253 3.29892 -2.48354
H -3.64677 1.43595 -5.34712
C -2.20434 -0.56191 -2.38563
H 3.43761 3.47875 -4.52244
C 3.05431 -0.51108 -1.07632
F 0.42935 5.35366 -0.32667
C -4.67923 -3.52982 1.49451
C 1.97257 -5.26354 -1.83404
C 1.34630 2.79950 -1.33226
H 2.57448 4.37334 0.46170
N 2.57522 -0.44483 0.23437
H 3.05320 4.45281 4.70371
C -3.47237 -1.22485 5.21572
N -0.71663 -2.77662 -1.99125
C 2.28720 4.00456 1.43559
C 2.85298 3.28646 -3.63269
H -0.31690 3.52604 -2.48550
H 3.50323 -5.29797 -0.30345
C -3.33248 -1.03105 -3.05722
H -1.22021 -3.15330 -2.78070
C 0.41251 -3.48484 -1.58981
C -2.52098 -3.41223 5.29627
H -4.72890 -0.66796 -4.63870
C 2.55665 4.05962 3.82664
C -2.61491 -0.84419 4.20420
H 0.14294 1.85936 2.94403
C -3.24110 0.87345 -4.51688
C -4.01654 -1.71899 0.05937
C -2.77758 -2.32646 -0.13527
C 2.19519 -0.54655 -2.18447
C 1.55431 3.11182 3.96136
C -3.40376 4.07809 0.17742
H 5.96566 -0.53832 -2.83754
P 0.36966 2.33055 0.14372
C -2.11168 1.33496 -3.85480
C -1.59340 0.62120 -2.78716
H 4.90024 -2.36568 0.59327
H 1.26256 2.76232 4.94315
H 1.80254 0.09373 3.23892
H -0.94994 -3.77536 3.87072
H -3.81330 -1.95069 -2.74505
C 1.48946 3.53824 -3.62697
C 2.62755 -4.80115 -0.69372
H -4.13089 -2.73688 6.56926
H -2.47897 -4.40261 5.72719
H 3.22498 -0.58590 4.02304
H -1.53621 -4.02136 0.34944
H -3.23354 -5.09579 1.76082
H 4.39626 -0.61751 -4.75663
N -4.45804 -0.24676 5.70989
*
```

***

Look up the LUMO of the second one. -0.0935 hartree